(1)
31
Properties=species:S:1:pos:R:3:forces:R:3:lowdin_charge:R:1 method="wB97M-V/def2-TZVPD" total_charge=+1 spin_multiplicity=1
C 6.2621 0.1168 2.6021 0.160 -0.611 0.337 0.185
C 5.0778 0.0559 2.4481 -0.324 -0.098 -0.147 -0.491
S 3.4780 -0.2086 2.0453 -0.276 0.188 0.176 0.400
S 3.1693 -2.2077 2.3899 0.011 -0.347 -0.223 0.583
Cl 2.4645 0.7740 3.4872 0.205 -0.066 -0.106 0.355
H 7.2800 -0.0655 2.8610 0.296 0.464 -0.134 0.082
H 4.2507 -2.5104 3.1404 -0.039 0.436 0.094 -0.100
F 1.3459 -4.5704 -0.8579 0.029 0.004 0.026 0.056
C 0.4731 -3.5742 -1.1129 -0.088 0.091 -0.051 -0.285
C 0.4640 -2.4715 -0.2845 0.084 0.106 0.095 -0.038
C -0.4270 -1.4391 -0.5420 0.014 -0.044 -0.038 -0.079
C -1.2985 -1.5262 -1.6166 -0.025 0.040 -0.058 -0.074
C -1.2753 -2.6471 -2.4368 0.091 0.039 0.136 -0.058
C -0.3824 -3.6802 -2.1892 -0.027 -0.141 -0.130 -0.005
H 1.1518 -2.4315 0.5492 -0.037 -0.057 0.012 0.042
H -0.4436 -0.5645 0.0968 -0.026 0.002 0.010 0.099
H -1.9914 -0.7223 -1.8131 0.002 -0.062 -0.018 0.084
H -1.9569 -2.7187 -3.2728 0.003 -0.010 -0.021 0.113
H -0.3458 -4.5580 -2.8200 0.010 -0.016 0.025 0.123
F -3.3846 0.9149 -1.6419 -0.089 0.089 -0.015 0.043
C -2.8274 1.9178 -0.9310 0.085 0.152 0.126 -0.292
C -3.0178 1.9515 0.4357 -0.092 -0.166 0.111 -0.020
C -2.4402 2.9810 1.1649 0.069 0.041 -0.098 -0.086
C -1.6906 3.9570 0.5217 0.041 0.025 0.043 -0.098
C -1.5143 3.9026 -0.8544 -0.030 -0.046 0.105 -0.080
C -2.0829 2.8739 -1.5910 0.045 -0.019 -0.205 -0.013
H -3.6146 1.1863 0.9143 -0.011 -0.004 -0.031 0.120
H -2.5817 3.0240 2.2364 -0.038 -0.002 0.008 0.104
H -1.2493 4.7631 1.0924 -0.011 0.017 -0.004 0.101
H -0.9372 4.6660 -1.3579 0.004 0.002 -0.024 0.107
H -1.9558 2.8112 -2.6635 -0.037 -0.009 0.000 0.121

---

(2)
20
Properties=species:S:1:pos:R:3:forces:R:3:lowdin_charge:R:1 method="wB97M-V/def2-TZVPD" smiles="CN=C(N)N.CC(=O)O" e_above_lowest_kcal_mol=64.88 spin_multiplicity=1
C -2.4177 0.9394 0.1785 0.089 -4.970 2.921 -0.112
N -1.0437 0.5972 0.6024 -1.114 -0.249 -0.792 -0.012
C -0.3081 1.3817 1.2757 1.450 -0.313 0.131 -0.488
N -0.7658 2.3398 2.2419 -1.528 -1.917 -3.926 0.147
N 1.0782 1.3213 1.0839 -1.507 1.112 1.812 0.121
H -2.5958 0.2963 -0.6571 -0.309 0.021 -0.814 0.054
H -2.5014 1.8993 -0.0225 -0.344 4.620 -1.272 0.014
H -3.2656 0.6867 0.8821 0.936 0.140 -0.176 0.088
H -1.4280 1.9259 2.8198 -1.760 -0.818 0.736 0.067
H -0.2134 2.8492 2.8104 3.039 1.788 1.560 0.033
H 1.5568 0.5870 0.5628 -0.573 0.672 -0.352 0.054
H 1.3920 2.2607 1.2567 1.307 -0.416 -0.134 0.081
C 1.9870 -2.7054 -2.1372 -3.328 -1.763 -1.411 -0.002
C 1.3316 -1.8281 -1.1232 -4.004 5.138 -0.393 -0.506
O 1.6492 -0.6706 -0.8017 2.090 -2.469 -0.247 -0.001
O -0.0289 -2.0240 -0.9652 -0.973 0.884 0.976 -0.037
H 1.5106 -2.4351 -3.1729 0.580 -0.181 1.997 0.134
H 1.6583 -3.7960 -2.0158 0.928 1.488 0.043 0.113
H 2.9989 -2.5195 -2.2706 1.906 0.013 0.290 0.049
H -0.5941 -1.1058 -0.5481 3.116 -2.781 -0.950 0.203

---

(3)
52
Properties=species:S:1:pos:R:3:forces:R:3:lowdin_charge:R:1 method="wB97M-V/def2-TZVPD" spin_multiplicity=1
C -2.4914 -2.6894 -1.2856 0.111 0.053 -0.064 -0.078
N -2.0792 -1.5837 -0.4431 -0.085 0.030 -0.034 -0.199
C -2.6169 -1.6766 0.9035 -0.148 -0.150 0.186 -0.199
C -1.9580 -2.7711 1.7503 0.048 0.273 -0.025 -0.179
C -0.4481 -2.5502 1.7954 -0.058 -0.271 -0.121 -0.194
C 0.1136 -2.4255 0.3799 -0.143 0.288 0.176 -0.144
H 0.0174 -3.3747 -0.1505 0.061 -0.071 -0.060 0.115
H 1.1750 -2.1767 0.4255 0.077 -0.010 -0.100 0.108
C -0.6423 -1.3169 -0.3713 0.329 -0.219 -0.168 -0.320
C -0.0138 -1.0158 -1.7379 -0.062 0.158 0.265 -0.101
H 1.0066 -1.3988 -1.7248 -0.009 -0.013 -0.044 0.098
H -0.5284 -1.5629 -2.5254 0.033 -0.067 -0.052 0.103
C -0.0074 0.4770 -2.1479 -0.025 -0.274 -0.276 -0.126
N 0.0938 1.4662 -1.0915 0.055 0.201 -0.172 -0.037
C 1.3388 1.7485 -0.5480 0.523 0.111 0.304 -0.187
C 2.3955 0.8468 -0.6731 0.022 -0.212 -0.106 -0.011
C 3.6349 1.0984 -0.1233 0.381 -0.029 -0.061 -0.384
C 3.8975 2.2645 0.5674 -0.005 -0.022 -0.051 -0.098
C 2.8676 3.1800 0.6975 -0.059 -0.164 -0.059 -0.106
C 1.6202 2.9366 0.1423 -0.321 0.217 0.103 -0.440
S 0.4358 4.2413 0.2602 -0.057 -0.188 -0.260 1.042
C -1.0590 3.3187 0.0248 0.373 0.128 0.159 -0.444
C -2.2245 3.9083 0.4856 0.023 -0.121 -0.058 -0.119
C -3.4475 3.2914 0.2964 -0.044 0.050 0.002 -0.095
C -3.4821 2.0650 -0.3392 -0.023 0.063 0.002 -0.078
C -2.3165 1.4647 -0.7816 0.130 0.065 -0.065 -0.028
C -1.0733 2.0797 -0.6216 -0.468 0.230 0.193 -0.201
H -2.3829 0.4833 -1.2195 0.003 -0.094 -0.020 0.092
H -4.4213 1.5555 -0.4909 -0.100 -0.067 -0.007 0.105
H -4.3524 3.7635 0.6455 -0.097 0.038 0.031 0.101
H -2.1580 4.8668 0.9780 -0.019 0.096 0.092 0.099
H 3.0258 4.1145 1.2138 0.041 0.094 0.097 0.103
H 4.8721 2.4625 0.9840 0.151 0.068 0.067 0.108
S 4.9212 -0.1693 -0.3723 -0.453 0.599 1.514 0.917
O 4.2960 -1.1921 -1.2164 -0.253 -0.807 -0.740 -0.538
C 4.7916 -0.8095 1.3622 0.236 0.217 -0.688 -0.219
H 5.4538 -1.6650 1.4458 0.129 -0.062 -0.048 0.044
H 5.0977 -0.0243 2.0427 0.060 0.137 0.145 0.044
H 3.7678 -1.1106 1.5545 -0.175 0.033 -0.113 0.050
H 2.2938 -0.0794 -1.2099 -0.073 -0.133 -0.068 0.080
H 0.8366 0.6388 -2.8272 -0.114 0.007 0.000 0.133
H -0.9185 0.7057 -2.7034 0.133 0.023 0.013 0.123
H -0.5514 -0.4142 0.2470 0.029 -0.021 -0.033 0.139
H 0.0390 -3.3719 2.3252 0.031 0.062 0.066 0.108
H -0.2382 -1.6267 2.3432 0.045 0.021 0.049 0.114
H -2.1741 -3.7492 1.3157 -0.041 -0.081 0.030 0.107
H -2.3755 -2.7531 2.7584 -0.057 -0.064 0.015 0.109
H -3.6937 -1.8490 0.8327 -0.006 0.066 0.035 0.116
H -2.4647 -0.7045 1.3850 -0.040 0.016 0.031 0.121
H -2.3266 -2.4397 -2.3331 -0.027 -0.102 -0.037 0.076
H -1.9850 -3.6398 -1.0747 -0.024 -0.056 -0.023 0.082
H -3.5619 -2.8370 -1.1505 -0.035 -0.046 -0.022 0.089

---

(4)
59
Properties=species:S:1:pos:R:3:forces:R:3:lowdin_charge:R:1 method="wB97M-V/def2-TZVPD" e_above_lowest_kcal_mol=134.52 spin_multiplicity=1
C 0.0283 -0.5623 -2.9930 0.608 -0.375 0.273 -0.093
C 0.9750 -0.0418 -1.8822 3.275 -3.323 -2.707 -0.246
C 0.6230 0.9506 -0.9295 -1.934 0.694 0.648 -0.357
C 0.7012 0.6825 0.3676 -0.630 -0.429 0.076 -0.182
N -0.0141 1.4051 1.3484 1.128 1.910 0.584 0.048
C -0.2329 2.0368 -1.5112 -2.384 1.324 -1.381 -0.055
H 0.4910 -1.3865 -3.5898 -0.304 0.130 1.032 0.085
H -0.9805 -0.7920 -2.6746 -0.141 -0.416 0.317 0.071
H -0.0796 0.1327 -3.7537 -0.435 1.819 -1.374 0.035
H 1.2638 -1.0563 -1.4270 0.317 1.780 0.095 0.090
H 1.9021 0.4034 -2.4125 -1.038 -1.168 0.395 0.153
H 1.1406 -0.2660 0.7724 -0.305 1.051 -0.701 0.098
H -0.1804 2.4487 1.1228 0.219 -2.271 -0.268 0.064
H 0.6662 1.3903 2.1076 -0.689 0.188 0.752 0.058
H -0.2637 2.1617 -2.6621 0.919 -0.413 1.753 0.113
H -0.2021 3.0965 -1.1170 0.306 -1.323 -0.001 0.084
H -1.3227 1.7023 -1.4106 1.345 0.525 0.298 0.072
H -3.4880 -3.6856 1.5169 -3.517 -1.381 1.054 0.020
H -2.1493 -3.3490 1.9210 3.365 -0.085 4.465 -0.067
O -2.6986 -3.3709 1.2247 -0.078 1.458 -5.398 0.040
H 3.7981 3.0177 -0.3839 -1.012 1.092 -1.471 -0.002
H 2.4507 3.3537 -1.1187 -1.182 -0.130 0.306 -0.020
O 3.3833 3.3876 -1.2249 1.898 -0.539 0.330 -0.089
H 3.7825 3.3152 1.9194 -0.365 1.254 1.036 0.051
H 3.6496 2.0224 1.2707 -0.218 -0.971 -0.055 0.046
O 4.1383 2.8347 1.1984 0.792 -0.784 -0.155 -0.004
H 3.0855 -3.3120 -0.5645 -0.394 -0.198 -0.246 -0.012
H 4.2031 -3.1393 0.3875 -0.096 -0.210 0.461 0.062
O 3.3210 -3.5361 0.3527 0.669 0.379 0.186 -0.064
H -0.3572 3.8661 2.1512 -1.014 1.491 -1.002 0.057
H -1.0942 4.9180 0.9423 1.962 -2.491 1.951 0.119
O -0.3263 4.2806 1.2541 -0.778 1.423 -0.569 -0.139
H -0.4994 -2.6473 -1.1853 -0.472 0.135 0.128 -0.012
H -1.5839 -3.0881 -0.1025 -0.067 -0.198 -0.492 -0.006
O -1.1548 -3.3181 -0.9548 0.495 0.183 -0.031 -0.062
H -3.6757 -0.9011 -1.1201 1.014 -2.428 -0.363 0.013
H -3.8217 0.0718 0.0799 0.231 -0.440 -1.122 0.037
O -4.0551 -0.1005 -0.8762 -1.348 2.221 1.015 -0.049
H -0.9062 -2.9073 3.6959 0.127 3.532 2.437 -0.015
H -0.1209 -3.4790 2.4728 -1.203 0.111 1.716 0.058
O -0.8587 -3.6273 3.1652 1.171 -3.557 -3.725 -0.042
H 2.5966 -0.6122 4.0326 0.591 -0.702 0.809 0.013
H 2.1262 -0.7952 2.5376 -0.067 1.422 2.347 0.056
O 2.1469 -0.1547 3.3457 -0.620 -0.708 -3.170 -0.081
H -3.4607 2.6652 0.5743 -0.509 -0.662 -0.489 0.018
H -2.6331 3.2885 -0.6147 -0.309 -0.796 -0.706 0.000
O -2.8269 3.3162 0.3152 0.608 1.417 1.207 -0.045
H 1.8767 -2.9076 1.3751 1.799 -0.961 -0.926 0.005
H 0.5910 -2.3516 0.7677 -0.626 0.226 -1.640 0.010
O 1.0340 -2.5449 1.5637 -0.914 0.639 2.314 -0.014
H 1.5741 -3.1612 -2.1103 0.959 -0.288 -0.714 0.081
H 2.9859 -3.3241 -2.7940 2.402 -2.621 -4.769 -0.004
O 2.5331 -2.9783 -2.1289 -3.459 2.730 5.054 0.024
H -4.1023 2.5177 -2.2341 -0.625 0.076 -0.063 0.026
H -3.5563 1.0405 -2.0106 0.238 2.277 -0.112 0.045
O -3.3033 2.0053 -2.2937 0.191 -1.818 0.064 -0.122
H -2.6461 0.7644 1.9810 -0.190 1.512 1.830 0.031
H -1.8034 0.1974 1.0001 2.452 0.142 -1.084 -0.005
O -2.6696 0.1229 1.3156 -2.154 -1.456 -0.198 0.000

---

Number 1: highest occupied orbital energy -11.35 eV, E -1996.57136 Ha. Number 2: highest occupied orbital energy -8.37 eV, E -473.69937 Ha. Number 3: highest occupied orbital energy -7.21 eV, E -1796.92019 Ha. Number 4: highest occupied orbital energy -8.17 eV, E -1321.89982 Ha.